1.
The following is a DFT calculation (ωB97M-V with the def2-TZVPD basis set) of a 7-piece molecular cluster, C28H56O21 overall.

Results
spin multiplicity = 2
net charge = +1

Geometry (Å):
C1 1.912 -4.723 -6.270
C2 0.969 -3.409 -6.215
O1 0.064 -3.559 -7.333
C3 -1.037 -2.745 -7.420
O2 -1.376 -1.990 -6.475
O3 -1.786 -2.995 -8.507
C4 -3.182 -2.453 -8.668
H1 2.470 -4.748 -7.207
H2 1.358 -5.661 -6.231
H3 2.573 -4.681 -5.404
H4 1.526 -2.481 -6.348
H5 0.512 -3.411 -5.225
H6 -4.029 -3.126 -8.532
H7 -3.345 -2.305 -9.736
H8 -3.452 -1.527 -8.160
C5 -1.753 6.837 -3.946
C6 -0.673 5.978 -3.351
O4 -1.083 4.611 -3.253
C7 -0.749 3.711 -4.275
O5 -0.031 3.908 -5.262
O6 -1.353 2.565 -3.982
C8 -1.086 1.385 -4.820
H9 -2.586 6.635 -3.272
H10 -1.915 6.461 -4.957
H11 -1.535 7.901 -3.852
H12 -0.491 6.410 -2.367
H13 0.242 6.126 -3.925
H14 -1.776 0.563 -4.632
H15 -0.101 0.919 -4.832
H16 -1.304 1.696 -5.842
C9 -0.538 -2.936 2.471
C10 0.231 -3.489 3.680
O7 1.316 -4.360 3.276
C11 2.483 -4.344 3.918
O8 2.808 -3.781 4.977
O9 3.398 -4.905 3.114
C12 4.772 -4.974 3.429
H17 -0.031 -2.039 2.114
H18 -1.604 -2.721 2.545
H19 -0.495 -3.523 1.553
H20 -0.432 -4.172 4.210
H21 0.560 -2.704 4.362
H22 5.326 -4.043 3.313
H23 5.225 -5.653 2.707
H24 5.008 -5.413 4.398
C13 4.033 0.250 5.169
C14 4.251 1.719 5.545
O10 5.627 2.066 5.162
C15 6.207 3.215 5.602
O11 5.640 4.049 6.249
O12 7.503 3.213 5.277
C16 8.264 4.349 5.606
H25 4.890 -0.236 5.636
H26 3.909 0.064 4.102
H27 3.080 -0.081 5.581
H28 3.948 1.928 6.571
H29 3.559 2.415 5.070
H30 8.609 4.109 6.611
H31 7.713 5.264 5.389
H32 9.066 4.478 4.879
C17 0.291 0.071 5.188
C18 -1.140 -0.097 5.525
O13 -1.843 1.193 5.425
C19 -2.416 1.594 4.248
O14 -2.512 0.999 3.166
O15 -2.679 2.857 4.446
C20 -3.321 3.583 3.437
H33 0.794 -0.847 5.492
H34 0.702 0.913 5.744
H35 0.558 0.244 4.145
H36 -1.149 -0.367 6.581
H37 -1.632 -0.949 5.054
H38 -3.339 3.098 2.462
H39 -2.641 4.414 3.252
H40 -4.228 4.078 3.786
C21 -7.332 -1.658 -0.975
C22 -6.762 -1.041 -2.240
O16 -5.450 -0.584 -1.976
C23 -5.055 0.583 -1.474
O17 -5.815 1.485 -1.140
O18 -3.720 0.552 -1.385
C24 -3.003 1.666 -1.004
H41 -7.192 -0.900 -0.204
H42 -6.682 -2.475 -0.665
H43 -8.401 -1.852 -1.061
H44 -7.459 -0.338 -2.696
H45 -6.603 -1.811 -2.995
H46 -3.273 2.154 -0.067
H47 -3.164 2.354 -1.835
H48 -1.943 1.415 -1.030
C25 2.519 -0.988 1.615
C26 2.343 -0.394 0.193
O19 1.405 -1.250 -0.434
C27 0.461 -0.750 -1.248
O20 0.238 0.439 -1.474
O21 -0.075 -1.802 -1.878
C28 -1.113 -1.611 -2.756
H49 1.716 -0.697 2.292
H50 3.451 -0.490 1.881
H51 2.672 -2.068 1.613
H52 3.216 -0.373 -0.459
H53 2.142 0.677 0.187
H54 -0.646 -1.010 -3.536
H55 -1.915 -1.028 -2.302
H56 -1.316 -2.620 -3.114

Löwdin population analysis, charges in e, atoms 1 to 99: number 1, C, carries -0.04; number 2, C, carries -0.17; number 3, O, carries 0.00; number 4, C, carries -0.51; number 5, O, carries 0.04; number 6, O, carries 0.01; number 7, C, carries 0.00; number 8, H, carries 0.07; number 9, H, carries 0.07; number 10, H, carries 0.07; number 11, H, carries 0.12; number 12, H, carries 0.10; number 13, H, carries 0.08; number 14, H, carries 0.09; number 15, H, carries 0.09; number 16, C, carries -0.07; number 17, C, carries -0.25; number 18, O, carries 0.00; number 19, C, carries -0.51; number 20, O, carries 0.11; number 21, O, carries -0.02; number 22, C, carries -0.01; number 23, H, carries 0.08; number 24, H, carries 0.08; number 25, H, carries 0.09; number 26, H, carries 0.12; number 27, H, carries 0.12; number 28, H, carries 0.07; number 29, H, carries 0.10; number 30, H, carries 0.10; number 31, C, carries -0.05; number 32, C, carries -0.17; number 33, O, carries 0.03; number 34, C, carries -0.55; number 35, O, carries 0.09; number 36, O, carries -0.01; number 37, C, carries -0.05; number 38, H, carries 0.04; number 39, H, carries 0.08; number 40, H, carries 0.08; number 41, H, carries 0.12; number 42, H, carries 0.10; number 43, H, carries 0.10; number 44, H, carries 0.09; number 45, H, carries 0.10; number 46, C, carries -0.05; number 47, C, carries -0.20; number 48, O, carries 0.02; number 49, C, carries -0.58; number 50, O, carries 0.13; number 51, O, carries -0.01; number 52, C, carries -0.05; number 53, H, carries 0.09; number 54, H, carries 0.05; number 55, H, carries 0.05; number 56, H, carries 0.12; number 57, H, carries 0.11; number 58, H, carries 0.11; number 59, H, carries 0.10; number 60, H, carries 0.09; number 61, C, carries -0.09; number 62, C, carries -0.19; number 63, O, carries 0.03; number 64, C, carries -0.55; number 65, O, carries 0.07; number 66, O, carries 0.02; number 67, C, carries -0.05; number 68, H, carries 0.07; number 69, H, carries 0.09; number 70, H, carries 0.07; number 71, H, carries 0.13; number 72, H, carries 0.12; number 73, H, carries 0.08; number 74, H, carries 0.10; number 75, H, carries 0.10; number 76, C, carries -0.03; number 77, C, carries -0.18; number 78, O, carries 0.13; number 79, C, carries -0.42; number 80, O, carries 0.44; number 81, O, carries 0.09; number 82, C, carries 0.00; number 83, H, carries 0.08; number 84, H, carries 0.10; number 85, H, carries 0.10; number 86, H, carries 0.14; number 87, H, carries 0.15; number 88, H, carries 0.11; number 89, H, carries 0.11; number 90, H, carries 0.10; number 91, C, carries -0.03; number 92, C, carries -0.20; number 93, O, carries 0.03; number 94, C, carries -0.53; number 95, O, carries 0.10; number 96, O, carries 0.00; number 97, C, carries -0.05; number 98, H, carries 0.06; number 99, H, carries 0.07


2.
The following is a DFT calculation (ωB97M-V with the def2-TZVPD basis set) of a 7-piece molecular cluster, C28H56O21 overall.

Results
spin multiplicity = 2
net charge = +1

Geometry (Å):
C1 1.919 2.365 -2.287
C2 3.263 1.850 -2.696
O1 3.935 1.178 -1.797
C3 4.388 1.879 -0.704
O2 4.157 2.990 -0.440
O3 5.154 1.053 0.082
C4 5.506 1.470 1.385
H1 1.545 1.583 -1.626
H2 1.328 2.564 -3.182
H3 2.041 3.289 -1.721
H4 3.794 2.576 -3.312
H5 3.059 1.054 -3.412
H6 6.386 2.112 1.347
H7 5.785 0.627 2.016
H8 4.837 2.057 2.014
C5 -9.979 -0.564 -4.339
C6 -9.677 0.680 -3.494
O4 -8.336 0.474 -3.062
C7 -7.606 1.393 -2.655
O5 -7.928 2.619 -2.569
O6 -6.400 0.883 -2.280
C8 -5.303 1.622 -1.840
H9 -10.998 -0.355 -4.664
H10 -10.088 -1.565 -3.921
H11 -9.200 -0.549 -5.102
H12 -10.307 0.720 -2.605
H13 -9.909 1.545 -4.115
H14 -5.512 2.660 -2.100
H15 -4.471 1.344 -2.487
H16 -4.976 1.437 -0.817
C9 0.828 -2.641 4.662
C10 0.661 -1.423 5.628
O7 -0.328 -1.700 6.626
C11 -0.550 -0.901 7.584
O8 -0.247 0.321 7.533
O9 -1.229 -1.409 8.594
C12 -1.335 -2.869 8.721
H17 1.127 -3.495 5.271
H18 1.609 -2.294 3.985
H19 0.037 -2.946 3.977
H20 0.335 -0.596 4.998
H21 1.573 -1.089 6.122
H22 -1.744 -3.322 7.818
H23 -2.061 -3.039 9.516
H24 -0.378 -3.332 8.963
C13 4.099 2.329 4.738
C14 4.127 3.702 3.937
O10 5.527 4.087 3.687
C15 6.200 4.828 4.630
O11 5.803 5.057 5.756
O12 7.301 5.345 4.079
C16 7.930 6.428 4.689
H25 4.550 2.463 5.721
H26 4.657 1.477 4.349
H27 3.065 2.015 4.880
H28 3.706 4.566 4.451
H29 3.661 3.587 2.959
H30 8.436 6.042 5.574
H31 7.376 7.198 5.225
H32 8.563 6.925 3.954
C17 1.529 0.488 1.799
C18 0.138 0.969 1.308
O13 -0.403 -0.001 0.523
C19 -1.444 0.226 -0.172
O14 -1.892 1.344 -0.417
O15 -1.895 -1.038 -0.653
C20 -2.952 -1.070 -1.608
H33 1.946 1.300 2.394
H34 2.235 0.316 0.986
H35 1.497 -0.412 2.412
H36 0.367 1.818 0.664
H37 -0.599 1.330 2.024
H38 -2.690 -0.452 -2.467
H39 -3.845 -0.810 -1.041
H40 -3.047 -2.122 -1.878
C21 4.574 -2.089 -0.640
C22 3.048 -1.946 -0.957
O16 2.869 -2.115 -2.292
C23 2.453 -3.334 -2.729
O17 2.306 -4.358 -2.083
O18 1.999 -3.138 -3.971
C24 1.129 -4.069 -4.686
H41 4.893 -1.594 0.278
H42 5.169 -1.491 -1.330
H43 5.007 -3.088 -0.682
H44 2.629 -0.995 -0.628
H45 2.479 -2.642 -0.342
H46 1.489 -4.195 -5.707
H47 0.110 -3.693 -4.602
H48 1.170 -5.098 -4.330
C25 -5.711 -3.565 -4.260
C26 -4.622 -3.339 -5.292
O19 -3.832 -2.141 -5.040
C27 -2.580 -1.968 -5.695
O20 -2.221 -2.628 -6.665
O21 -2.043 -0.928 -5.087
C28 -0.712 -0.493 -5.387
H49 -5.354 -3.711 -3.241
H50 -6.365 -4.419 -4.441
H51 -6.319 -2.677 -4.431
H52 -5.146 -3.131 -6.225
H53 -3.964 -4.200 -5.411
H54 -0.455 0.061 -4.485
H55 -0.654 0.103 -6.298
H56 0.003 -1.313 -5.457

Löwdin population analysis, charges in e, atoms 1 to 99: number 1, C, carries -0.05; number 2, C, carries -0.34; number 3, O, carries 0.04; number 4, C, carries -0.53; number 5, O, carries 0.19; number 6, O, carries -0.02; number 7, C, carries -0.06; number 8, H, carries 0.08; number 9, H, carries 0.08; number 10, H, carries 0.08; number 11, H, carries 0.14; number 12, H, carries 0.13; number 13, H, carries 0.10; number 14, H, carries 0.10; number 15, H, carries 0.05; number 16, C, carries -0.03; number 17, C, carries -0.15; number 18, O, carries 0.16; number 19, C, carries -0.43; number 20, O, carries 0.42; number 21, O, carries 0.09; number 22, C, carries -0.01; number 23, H, carries 0.09; number 24, H, carries 0.09; number 25, H, carries 0.09; number 26, H, carries 0.15; number 27, H, carries 0.15; number 28, H, carries 0.11; number 29, H, carries 0.11; number 30, H, carries 0.12; number 31, C, carries -0.05; number 32, C, carries -0.17; number 33, O, carries 0.03; number 34, C, carries -0.64; number 35, O, carries 0.07; number 36, O, carries 0.02; number 37, C, carries -0.01; number 38, H, carries 0.08; number 39, H, carries 0.06; number 40, H, carries 0.08; number 41, H, carries 0.11; number 42, H, carries 0.13; number 43, H, carries 0.09; number 44, H, carries 0.09; number 45, H, carries 0.10; number 46, C, carries -0.05; number 47, C, carries -0.15; number 48, O, carries -0.02; number 49, C, carries -0.55; number 50, O, carries 0.12; number 51, O, carries 0.01; number 52, C, carries -0.07; number 53, H, carries 0.07; number 54, H, carries 0.06; number 55, H, carries 0.06; number 56, H, carries 0.12; number 57, H, carries 0.10; number 58, H, carries 0.10; number 59, H, carries 0.10; number 60, H, carries 0.10; number 61, C, carries -0.01; number 62, C, carries -0.21; number 63, O, carries 0.06; number 64, C, carries -0.54; number 65, O, carries 0.10; number 66, O, carries -0.04; number 67, C, carries -0.05; number 68, H, carries 0.07; number 69, H, carries 0.06; number 70, H, carries 0.06; number 71, H, carries 0.12; number 72, H, carries 0.14; number 73, H, carries 0.09; number 74, H, carries 0.08; number 75, H, carries 0.10; number 76, C, carries -0.04; number 77, C, carries -0.25; number 78, O, carries 0.03; number 79, C, carries -0.54; number 80, O, carries 0.12; number 81, O, carries -0.02; number 82, C, carries -0.01; number 83, H, carries 0.06; number 84, H, carries 0.07; number 85, H, carries 0.08; number 86, H, carries 0.09; number 87, H, carries 0.12; number 88, H, carries 0.10; number 89, H, carries 0.08; number 90, H, carries 0.09; number 91, C, carries -0.07; number 92, C, carries -0.22; number 93, O, carries -0.04; number 94, C, carries -0.52; number 95, O, carries 0.12; number 96, O, carries -0.02; number 97, C, carries -0.01; number 98, H, carries 0.07; number 99, H, carries 0.08


Which of them is the most stable? Correct choice: 1.


1.
The following is a DFT calculation (ωB97M-V with the def2-TZVPD basis set) of a 2-piece molecular cluster, C2H12N5 overall.

Results
net charge = +1

Geometry (Å):
N1 0.336 0.291 -1.032
C1 0.151 1.551 -1.383
N2 -0.854 2.247 -0.833
N3 0.907 2.138 -2.303
H1 -0.092 -0.064 -0.163
H2 0.808 -0.354 -1.639
H3 -1.380 1.776 -0.115
H4 -0.747 3.252 -0.749
H5 1.711 1.705 -2.716
H6 0.668 3.057 -2.627
N4 0.315 -2.867 2.492
C2 0.327 -1.849 1.483
N5 -0.945 -1.145 1.169
H7 0.088 -2.526 3.419
H8 -0.319 -3.623 2.274
H9 1.060 -1.093 1.762
H10 0.687 -2.304 0.560
H11 -1.622 -1.841 0.880
H12 -1.307 -0.767 2.042

Löwdin charges, unit e, in atom order: number 1, N, carries 0.21; number 2, C, carries -0.48; number 3, N, carries 0.20; number 4, N, carries 0.21; number 5, H, carries 0.06; number 6, H, carries 0.13; number 7, H, carries 0.12; number 8, H, carries 0.14; number 9, H, carries 0.13; number 10, H, carries 0.13; number 11, N, carries 0.01; number 12, C, carries -0.37; number 13, N, carries -0.02; number 14, H, carries 0.08; number 15, H, carries 0.07; number 16, H, carries 0.11; number 17, H, carries 0.11; number 18, H, carries 0.08; number 19, H, carries 0.08


2.
The following is a DFT calculation (ωB97M-V with the def2-TZVPD basis set) of an isolated ion of composition C2H12N5 and charge +1.

Results
net charge = +1

Geometry (Å):
C1 2.148 -0.591 -0.077
C2 1.364 0.750 -0.073
N1 0.083 0.769 -0.749
N2 -1.137 0.012 0.010
N3 -1.213 -0.051 1.458
N4 -0.948 -1.356 -0.308
N5 -2.349 0.636 -0.414
H1 1.864 -1.178 -1.094
H2 3.173 -0.372 0.083
H3 1.911 -1.077 0.830
H4 1.173 0.978 0.927
H5 1.940 1.476 -0.542
H6 -0.213 1.771 -0.936
H7 -1.295 0.853 2.009
H8 -0.504 -0.645 1.907
H9 -0.946 -1.407 -1.312
H10 0.062 -1.462 0.050
H11 -3.025 -0.079 -0.495
H12 -2.089 0.973 -1.276

Löwdin charges, unit e, in atom order: number 1, C, carries -0.07; number 2, C, carries -0.26; number 3, N, carries 0.05; number 4, N, carries -0.39; number 5, N, carries 0.12; number 6, N, carries 0.13; number 7, N, carries 0.18; number 8, H, carries 0.15; number 9, H, carries 0.07; number 10, H, carries 0.04; number 11, H, carries 0.08; number 12, H, carries 0.11; number 13, H, carries 0.15; number 14, H, carries 0.15; number 15, H, carries 0.11; number 16, H, carries 0.11; number 17, H, carries 0.10; number 18, H, carries 0.11; number 19, H, carries 0.06


Which of them is the most stable? Correct choice: 1.